Molecular formula: C3H11N3
Method: DFT, ωB97M-V/def2-TZVPD

CARTESIAN COORDINATES (ANGSTROEM)
C -2.80386 -0.46234 -2.22747
C -2.59694 -1.42136 -1.30737
N -2.11173 -1.14536 -0.01546
H -2.74159 0.63205 -2.00364
H -3.39313 -0.72796 -3.08922
H -2.94977 -2.42583 -1.50034
H -1.74418 -0.21282 0.13269
H -1.35935 -1.76207 0.26801
N 1.10704 1.16502 0.93013
C 2.54943 1.20895 1.19495
N 3.14234 -0.10868 1.35951
H 0.88473 1.03651 -0.05524
H 0.63905 2.04910 1.14332
H 2.68955 1.69476 2.16586
H 3.10222 1.77044 0.43279
H 2.94575 -0.62878 0.50629
H 2.64043 -0.66163 2.06520

Values from the calculation:
- SMILES: C=CN.NCN
- Energy above the lowest of the compared OMol25 structures with the same formula, charge and spin: 1.415 eV
- Total charge: 0
- HOMO level: -0.314 hartree
- Gap between HOMO and LUMO: 9.40 eV